The molecule C5H8N2 in a non-equilibrium geometry. Source: the OMol25 dataset; level of theory: wB97M-V/def2-TZVPD.

Computed properties:
Energy above the lowest of the compared OMol25 structures with the same formula, charge and spin = 81.9 kcal/mol
SMILES = CC1=N[C@@H]2C[C@]12N
F_max = 3.2 eV Å⁻¹
Energy = -8291.4434 eV
Lowest unoccupied orbital energy = 0.90 eV
2S+1 = 1

Element x y z (Å)
N  -1.1533  -1.1775  0.0965
N  1.5747  0.5151  -0.7702
C  0.6290  0.0314  0.0760
C  0.1258  -1.6284  0.5898
C  0.8225  -0.5301  1.4187
C  -0.8657  0.0396  -0.2241
C  -1.7461  1.1360  -0.6833
H  -2.7277  0.7283  -0.9224
H  1.8543  -0.7371  1.6899
H  -1.8642  1.9014  0.0911
H  0.5786  -2.5579  0.2825
H  -1.3441  1.6330  -1.5703
H  1.3438  0.4698  -1.7574
H  0.2347  -0.1153  2.2364
H  2.5377  0.2916  -0.5531

Atoms 1-6, force components in eV/Å:
-1.8 1.4 -0.2
0.8 0.7 -0.8
-0.5 -2.3 1.1
2.1 2.3 -0.8
-0.7 -0.2 0.0
0.3 -1.7 0.4